No. 1
{"formula": "C48H38N5O2PSTc", "method": "wB97M-V/def2-TZVPD", "homo_lumo_gap_ev": [6.06, 6.20], "multiplicity": 2, "s_squared": 0.79, "e_tot_ha": -3095.97047, "lumo_energy_ev": [-6.42, -6.34], "charge": 2, "symbols": ["C", "H", "C", "C", "H", "N", "C", "H", "H", "C", "H", "C", "H", "C", "H", "H", "N", "C", "H", "H", "C", "N", "H", "C", "C", "H", "O", "H", "H", "H", "C", "H", "H", "H", "C", "O", "C", "C", "C", "H", "H", "H", "H", "H", "C", "C", "H", "H", "C", "H", "C", "H", "C", "C", "C", "H", "C", "H", "C", "C", "C", "C", "C", "H", "H", "H", "C", "C", "S", "C", "C", "H", "C", "C", "C", "C", "C", "H", "P", "H", "C", "Tc", "C", "C", "H", "C", "H", "C", "C", "H", "C", "N", "C", "C", "N", "C"], "coordinates": [[-0.497, -1.934, 2.388], [5.115, -0.297, 6.092], [1.500, -1.573, -1.080], [0.057, 1.098, 3.598], [0.505, -1.345, -6.753], [1.220, -0.557, -0.129], [-1.832, -4.022, 3.441], [2.053, -4.292, -3.751], [1.340, -3.045, 2.657], [4.770, -0.680, 4.000], [-2.379, -0.882, 2.228], [-5.241, -1.361, -0.345], [-2.150, 5.075, 3.162], [-5.387, -0.135, -2.418], [4.170, -0.952, 1.965], [-0.187, -3.950, -2.808], [-0.002, 3.894, 1.016], [2.252, 0.405, 4.412], [4.884, 2.749, -0.394], [-4.096, 4.617, 1.703], [0.390, 0.720, 2.261], [-2.140, 4.099, 1.241], [-7.082, -0.845, -1.315], [2.156, 1.601, -4.504], [-1.609, -1.713, -4.137], [4.378, 5.002, 0.590], [-0.455, 1.011, 1.341], [-3.269, -1.701, 0.417], [-5.982, 0.320, -3.198], [0.670, 1.258, 5.613], [0.082, -1.200, -5.766], [3.583, -1.153, -1.265], [-2.504, -2.840, -0.160], [-1.270, -4.055, -0.556], [-1.034, -1.919, -5.394], [-0.795, -2.079, -0.938], [0.440, -2.359, -1.504], [0.637, -3.336, -2.470], [3.595, 4.276, 0.422], [-1.478, -2.626, -6.080], [-2.224, -3.297, -1.868], [-2.365, -4.860, 3.870], [5.752, -1.106, 3.841], [2.167, 0.475, -6.318], [4.413, -0.225, 5.273], [-1.760, -3.143, -0.892], [1.952, 2.604, -2.632], [2.871, 0.657, 6.458], [2.832, 2.167, -0.360], [2.015, 5.530, 1.178], [-6.002, -0.786, -1.356], [0.084, -4.977, 3.623], [-3.576, 3.966, 1.007], [-1.860, -1.788, 2.516], [1.307, 3.617, 0.532], [3.958, -2.891, -2.991], [0.674, -0.240, -4.916], [-3.810, 4.261, -0.012], [3.887, -0.594, 2.945], [3.877, 3.037, -0.129], [2.763, -1.766, -1.618], [-3.859, -1.288, -0.393], [-4.006, -0.077, -2.492], [0.572, 4.789, 2.902], [-5.726, -1.859, 0.483], [-3.879, 2.932, 1.163], [3.165, 0.308, 5.475], [1.650, 0.071, 2.034], [-1.490, 2.834, -1.064], [1.903, -3.526, -3.003], [2.284, 4.572, 0.756], [-0.930, 1.512, 3.756], [0.945, 0.955, 4.609], [0.264, -3.010, 2.773], [1.600, 1.759, -3.210], [-0.450, -4.089, 3.306], [-1.562, 4.642, 2.373], [2.921, 2.291, -4.832], [-1.480, -0.464, -1.630], [-2.511, -2.243, -3.852], [1.736, 0.603, -5.333], [-0.035, 0.937, -0.688], [2.970, -2.740, -2.579], [0.642, 0.910, -2.703], [-3.529, 0.417, -3.331], [-1.012, -0.816, -3.272], [3.004, 1.204, -0.819], [2.611, -0.048, 3.134], [-1.192, 3.624, 0.427], [-3.613, -2.845, 3.190], [-3.241, -0.666, -1.478], [1.953, -0.607, 0.941], [-0.231, 4.512, 2.243], [0.139, -0.064, -3.625], [1.556, 2.442, -0.048], [-2.538, -2.888, 3.054]], "forces_ev_per_a": [[-0.1, 0.0, 0.1], [0.0, 0.0, 0.0], [0.0, -0.1, 0.3], [0.0, 0.0, 0.5], [0.0, 0.0, 0.0], [-0.5, 0.8, -0.1], [0.0, 0.0, 0.0], [0.0, 0.0, 0.0], [0.0, 0.0, 0.0], [0.0, 0.0, 0.0], [0.0, 0.1, 0.1], [0.1, 0.0, 0.0], [0.0, 0.0, 0.0], [-0.2, 0.0, 0.1], [0.0, 0.0, 0.0], [0.0, 0.0, 0.0], [0.0, -0.2, 0.1], [0.2, -0.1, 0.0], [0.0, 0.0, 0.0], [0.0, 0.0, 0.0], [-0.8, 0.9, -0.4], [-0.1, 0.0, 0.0], [0.0, 0.0, 0.0], [0.0, 0.0, -0.1], [0.1, 0.3, 0.1], [0.0, 0.0, 0.0], [0.4, -0.7, 0.8], [-0.5, 0.6, 0.1], [0.0, 0.0, 0.0], [0.0, 0.0, 0.0], [-0.1, -0.1, 0.0], [0.0, 0.0, 0.0], [0.7, -0.7, -0.4], [0.2, 0.1, 0.0], [0.2, 0.0, -0.2], [-1.1, -0.4, 0.2], [1.5, -0.6, -0.5], [-0.2, 0.0, 0.1], [0.0, 0.0, 0.0], [0.0, 0.0, 0.0], [0.1, 0.1, 0.1], [0.0, 0.0, 0.0], [0.0, 0.0, 0.0], [0.0, 0.0, 0.0], [0.1, -0.1, -0.1], [-0.2, -1.3, 0.3], [0.0, -0.1, 0.0], [0.0, 0.0, 0.0], [0.0, 0.0, 0.0], [0.0, 0.0, 0.0], [0.0, 0.0, -0.1], [0.0, 0.0, 0.0], [0.0, 0.0, 0.0], [0.4, -0.3, 0.0], [0.1, -0.1, 0.0], [0.0, 0.0, 0.0], [0.0, -0.1, -0.1], [0.0, 0.0, 0.0], [-0.1, 0.0, 0.0], [0.0, 0.0, 0.0], [0.1, 0.0, 0.0], [-0.5, 0.7, 0.2], [0.0, -0.2, 0.1], [0.0, 0.0, 0.0], [0.0, 0.0, 0.0], [0.0, 0.0, 0.0], [-0.2, 0.1, 0.0], [0.5, -0.2, -0.3], [0.1, -0.5, 0.1], [0.0, 0.1, 0.1], [0.1, 0.0, 0.0], [0.0, 0.0, 0.0], [-0.4, 0.1, -0.1], [-0.4, 0.0, -0.2], [0.1, 0.0, 0.0], [0.0, 0.0, 0.0], [0.0, 0.0, 0.0], [0.0, 0.0, 0.0], [0.7, 0.9, 0.6], [0.0, 0.0, -0.1], [0.0, 0.0, 0.1], [0.1, 1.0, -0.7], [-0.2, 0.0, 0.0], [0.0, -0.1, 0.4], [0.0, 0.0, 0.0], [-0.2, 0.1, -0.7], [0.0, 0.0, 0.0], [0.1, -0.1, 0.1], [0.1, 0.1, -0.1], [0.0, 0.0, 0.0], [0.0, -0.1, -0.1], [0.1, -0.2, -0.1], [0.0, 0.1, -0.1], [-0.3, 0.0, -0.2], [-0.1, -0.1, 0.1], [0.0, 0.1, 0.0]], "lowdin_spin": [0.6404, -0.0001, 0.0027, 0.0079, 0.0000, 0.0199, -0.0207, 0.0000, 0.0097, 0.0000, 0.0097, 0.0000, 0.0000, 0.0000, -0.0003, 0.0000, -0.0015, -0.0006, 0.0000, 0.0000, 0.0100, -0.0011, 0.0000, -0.0002, -0.0001, 0.0000, 0.0097, -0.0003, 0.0000, -0.0003, -0.0002, 0.0000, -0.0002, -0.0001, -0.0010, 0.0035, 0.0015, 0.0000, -0.0002, -0.0001, 0.0000, -0.0008, 0.0001, 0.0003, -0.0026, -0.0002, 0.0003, 0.0000, 0.0001, 0.0000, -0.0001, 0.0059, -0.0003, 0.0836, -0.0003, 0.0000, 0.0003, -0.0001, -0.0032, 0.0001, 0.0006, -0.0003, 0.0000, 0.0000, 0.0000, -0.0001, -0.0014, 0.0066, -0.0072, 0.0005, 0.0002, 0.0003, -0.0050, 0.0802, 0.0060, 0.0337, -0.0008, -0.0002, -0.0026, 0.0000, 0.0063, 0.0272, 0.0000, -0.0007, 0.0000, -0.0004, 0.0001, 0.0020, 0.0001, 0.0060, 0.0001, 0.0428, -0.0006, 0.0030, -0.0002, 0.0330]}

No. 2
{"formula": "C48H39CaCl8Ge2N4OS", "method": "wB97M-V/def2-TZVPD", "homo_lumo_gap_ev": [6.56, 6.60], "multiplicity": 2, "relative_energy_ev": 0.531, "s_squared": 0.76, "e_tot_ha": -11058.06493, "lumo_energy_ev": [-0.62, -1.18], "charge": 0, "symbols": ["C", "C", "C", "C", "C", "H", "C", "Cl", "H", "C", "H", "H", "Cl", "H", "C", "H", "H", "H", "C", "C", "H", "H", "H", "C", "C", "H", "C", "C", "C", "H", "H", "C", "C", "N", "H", "H", "C", "H", "N", "C", "H", "C", "Ge", "C", "C", "C", "C", "H", "C", "S", "C", "H", "H", "Ca", "Cl", "H", "N", "H", "H", "H", "H", "H", "H", "C", "Cl", "C", "C", "H", "C", "H", "C", "H", "H", "C", "C", "H", "C", "Cl", "Cl", "H", "C", "C", "C", "C", "C", "Cl", "H", "H", "C", "Cl", "C", "Ge", "C", "C", "H", "H", "H", "C", "C", "O", "C", "C", "C", "N"], "coordinates": [[1.848, 3.976, -1.403], [-4.469, -1.134, 5.795], [-2.486, -3.013, 0.114], [5.918, 1.468, -0.384], [0.737, 0.191, 3.845], [0.282, 0.363, 4.820], [-4.974, 0.147, 0.983], [4.745, -2.477, -4.620], [3.669, 0.264, 2.498], [1.745, 5.256, -1.922], [-0.040, -3.189, 2.227], [1.355, 7.321, -1.493], [3.645, -1.692, -1.808], [-3.487, 0.389, -2.631], [5.612, 0.205, 1.629], [0.968, 6.911, 0.915], [2.347, 3.975, 3.820], [0.081, -0.448, 3.259], [-2.750, 0.103, 1.872], [4.290, 0.615, 1.680], [-1.465, 2.322, 3.619], [6.552, 1.810, -1.192], [2.298, 0.790, -6.626], [-5.044, -2.784, 4.170], [-2.070, -3.675, 2.695], [7.459, 0.299, 0.542], [-4.123, -2.260, 5.070], [-0.286, -0.001, -6.389], [-1.052, -3.250, 1.853], [1.142, 4.661, 1.827], [3.238, 2.489, 4.124], [3.092, -2.782, -4.234], [3.067, -2.962, 1.249], [-5.645, -0.519, 5.699], [1.899, 5.421, -2.981], [-4.508, 0.146, 3.070], [-6.274, -2.154, 4.065], [-1.839, -3.974, 3.707], [-1.245, -2.925, 0.576], [1.950, 0.736, -5.603], [-7.473, -0.526, 4.772], [2.248, 2.939, 4.136], [1.855, 1.933, 0.742], [-1.171, -0.075, -3.722], [-4.473, 0.152, -0.296], [-2.008, -0.416, -4.751], [-6.521, -1.035, 4.851], [2.922, 1.049, -2.403], [2.263, 0.891, -3.250], [-4.736, -4.264, 3.221], [1.244, -2.663, -2.623], [1.678, -0.333, 3.993], [2.063, 3.161, -2.082], [0.273, -0.937, -1.076], [1.861, -1.653, 1.261], [-0.640, 3.869, 3.442], [1.042, 0.520, -2.975], [-7.023, -2.514, 3.376], [6.004, -0.443, 2.402], [-2.241, -0.676, -6.876], [-2.624, -2.766, -0.931], [1.876, 2.928, 5.160], [2.622, -3.816, 0.745], [1.437, 6.320, -1.090], [3.497, -3.408, 2.898], [2.772, 1.032, -4.557], [2.556, -2.478, -2.987], [-3.763, -0.709, 6.498], [1.222, 6.090, 0.258], [-3.014, -0.749, -4.537], [-1.562, -0.383, -6.089], [3.799, 1.331, -4.701], [-1.171, 2.977, 2.014], [0.469, -3.244, -3.597], [0.900, -3.560, -4.877], [-3.157, -2.718, 5.217], [-2.175, 0.082, 0.579], [-6.696, 0.198, 1.253], [-0.165, -4.200, -6.071], [4.228, 2.562, -1.080], [-3.373, -3.715, 2.210], [-0.751, 2.875, 3.012], [1.659, 3.724, -0.044], [-3.577, -3.377, 0.884], [6.429, 0.624, 0.590], [-1.231, -3.559, -3.203], [-2.080, 0.095, 2.720], [0.061, 0.025, -7.412], [0.615, 0.344, -5.350], [2.825, -3.665, -6.777], [0.186, 0.275, -4.012], [0.982, 1.944, 3.003], [-3.086, 0.102, -0.529], [-2.691, 0.123, -1.924], [-5.151, 0.188, -1.138], [-4.565, -3.399, 0.449], [3.948, -2.596, 0.732], [1.325, 4.806, 0.770], [4.597, 1.879, -0.324], [-0.898, 0.074, 0.439], [3.754, 1.458, 0.705], [2.237, -3.318, -5.197], [-4.105, 0.128, 2.070], [-1.511, -0.124, -2.355]], "forces_ev_per_a": [[0.0, -0.1, -0.1], [0.1, 0.0, 0.0], [-0.1, 0.1, -0.2], [0.0, 0.0, 0.0], [0.0, 0.0, 0.0], [0.0, 0.0, 0.1], [-0.1, 0.0, -0.4], [0.0, 0.0, 0.0], [0.0, 0.0, 0.0], [0.0, 0.0, 0.0], [0.0, 0.0, 0.0], [0.0, 0.0, 0.0], [-0.2, -0.1, -0.2], [0.1, 0.0, 0.0], [0.0, 0.0, 0.0], [0.0, 0.0, 0.0], [0.0, 0.1, -0.1], [-0.1, 0.0, -0.1], [-0.1, 0.0, 0.1], [-0.1, -0.1, 0.1], [0.0, 0.0, 0.1], [0.0, 0.0, 0.0], [0.0, 0.0, 0.0], [-0.1, 0.1, 0.1], [0.0, 0.1, 0.0], [0.0, 0.0, 0.0], [0.0, -0.1, -0.1], [0.0, 0.0, 0.1], [-0.1, -0.1, 0.1], [0.0, 0.0, 0.0], [0.0, -0.1, 0.0], [-0.1, 0.0, -0.1], [0.0, 0.0, -0.2], [0.1, 0.1, 0.1], [0.0, 0.0, 0.0], [-0.1, 0.0, 0.2], [0.0, -0.1, 0.0], [0.0, 0.0, 0.0], [0.3, 0.1, -0.1], [0.0, 0.0, 0.1], [-0.1, 0.0, 0.0], [-0.1, -0.1, 0.0], [0.1, 0.1, 0.0], [0.0, 0.0, 0.0], [0.0, 0.0, 0.3], [0.1, 0.0, -0.1], [-0.2, -0.1, -0.2], [0.0, 0.0, 0.0], [0.3, 0.0, 0.0], [0.0, 0.1, 0.0], [0.2, 0.0, 0.2], [0.1, 0.0, 0.0], [0.0, 0.0, 0.0], [0.5, -0.5, 0.4], [0.0, 0.0, 0.2], [0.0, 0.1, 0.0], [-0.3, 0.0, 0.0], [0.0, 0.0, 0.0], [0.0, 0.0, 0.0], [0.0, 0.0, 0.0], [0.0, 0.0, 0.0], [0.0, 0.0, 0.1], [0.1, 0.1, 0.0], [0.0, 0.0, -0.1], [0.0, 0.0, 0.0], [-0.1, 0.0, 0.0], [0.3, 0.2, 0.1], [0.0, 0.0, 0.0], [0.0, 0.1, 0.0], [0.0, 0.0, 0.0], [0.0, 0.0, 0.1], [0.0, 0.0, 0.0], [0.0, 0.0, -0.1], [-0.6, -0.1, 0.0], [0.1, 0.0, -0.1], [0.1, 0.0, 0.0], [-0.1, 0.2, -0.2], [0.0, 0.0, 0.0], [0.0, 0.0, 0.0], [0.0, 0.0, 0.0], [0.2, 0.0, 0.1], [0.1, 0.0, 0.0], [-0.1, 0.0, 0.0], [-0.1, -0.1, 0.0], [0.1, 0.0, 0.0], [0.1, 0.0, -0.1], [0.1, 0.0, 0.0], [0.0, 0.0, -0.1], [-0.2, -0.1, -0.2], [0.0, 0.0, 0.0], [0.0, 0.1, 0.0], [-0.1, 0.0, 0.1], [-0.2, 0.0, -0.2], [0.0, 0.1, 0.2], [0.0, 0.0, 0.0], [-0.1, 0.0, 0.0], [-0.1, 0.0, 0.1], [0.0, 0.0, 0.1], [0.0, 0.1, 0.0], [-0.1, 0.1, 0.2], [0.0, 0.0, -0.1], [0.0, 0.0, 0.0], [0.1, 0.0, 0.1], [0.0, -0.1, -0.2]], "lowdin_spin": [0.0156, 0.0000, 0.0001, -0.0031, -0.0012, 0.0000, 0.0009, 0.0000, 0.0014, -0.0015, 0.0001, 0.0008, 0.0015, 0.0000, -0.0018, 0.0000, 0.0001, 0.0000, 0.0008, 0.0308, 0.0004, -0.0008, 0.0000, 0.0000, 0.0000, 0.0022, 0.0000, 0.0002, 0.0001, 0.0029, 0.0002, 0.0000, 0.0026, 0.0000, -0.0003, 0.0000, 0.0000, 0.0000, 0.0001, 0.0001, 0.0000, 0.0308, 0.4599, 0.0001, 0.0000, 0.0002, 0.0000, 0.0043, 0.0056, 0.0000, 0.0001, 0.0000, 0.0024, 0.0480, 0.0184, 0.0000, 0.0091, 0.0000, -0.0007, 0.0000, 0.0000, 0.0044, 0.0001, 0.0110, 0.0009, 0.0001, 0.0001, 0.0000, 0.0015, 0.0000, 0.0000, 0.0000, 0.0002, 0.0000, 0.0000, 0.0000, 0.0013, 0.0003, 0.0000, 0.0013, 0.0000, 0.0017, 0.0783, 0.0000, 0.0314, 0.0001, 0.0000, 0.0000, 0.0003, 0.0000, 0.0007, 0.0629, 0.0011, 0.0001, 0.0000, 0.0000, 0.0001, 0.0228, 0.0305, 0.0368, 0.0806, 0.0000, -0.0001, 0.0010]}

> multiplicity of number 2 (C48H39CaCl8Ge2N4OS)?

2

> Look up the multiplicity of the second one.

2

> What is the formula in the second record?

C48H39CaCl8Ge2N4OS